{
  "formula": "C24H22LiN4O4",
  "method": "ωB97M-V/def2-TZVPD",
  "lumo_energy_ev": 2.70,
  "charge": -1,
  "e_homo_ev": -4.25,
  "multiplicity": 1,
  "e_above_lowest_kcal_mol": 0.0,
  "symbols": ["Li", "C", "O", "C", "C", "C", "C", "C", "C", "N", "N", "C", "C", "O", "C", "C", "C", "C", "C", "C", "C", "C", "H", "H", "H", "H", "H", "H", "H", "H", "H", "H", "H", "H", "H", "N", "C", "C", "O", "O", "H", "H", "H", "H", "C", "C", "C", "N", "C", "C", "H", "H", "H", "H", "H"],
  "positions_angstrom": [[0.14063, 1.21310, 0.84552], [3.07802, 2.45820, 0.15200], [2.12532, 1.53562, -0.35138], [2.58051, 0.44897, -1.02143], [3.87914, 0.29920, -1.48743], [4.23093, -0.84671, -2.19642], [3.29448, -1.83766, -2.43703], [1.99618, -1.69009, -1.96162], [1.62439, -0.55510, -1.25557], [0.35575, -0.35929, -0.66729], [-0.57304, -0.96370, -1.27427], [-1.83949, -0.96195, -0.76622], [-2.20060, -0.48203, 0.54567], [-1.42911, 0.06740, 1.35987], [-3.59241, -0.69859, 0.94047], [-4.50179, -1.27513, 0.13663], [-4.15884, -1.74025, -1.17909], [-5.11876, -2.33874, -2.01054], [-4.79169, -2.79114, -3.26583], [-3.47120, -2.64269, -3.71312], [-2.51623, -2.05506, -2.91769], [-2.82684, -1.58741, -1.62116], [3.55526, 3.00892, -0.66475], [3.84553, 1.93730, 0.73226], [2.51455, 3.13127, 0.79306], [4.61490, 1.07036, -1.30959], [5.24758, -0.95603, -2.55339], [3.57367, -2.73228, -2.97950], [1.24934, -2.45843, -2.11306], [-3.84695, -0.34571, 1.93291], [-5.52727, -1.40179, 0.47073], [-6.13244, -2.43772, -1.63576], [-5.53851, -3.25042, -3.90125], [-3.19572, -2.99083, -4.70196], [-1.50449, -1.94010, -3.27940], [-0.99916, 2.55651, -0.45581], [-1.45799, 3.60250, 0.46227], [-0.40684, 3.92830, 1.54870], [-0.55135, 4.99827, 2.14905], [0.48917, 3.04843, 1.72345], [-0.26765, 2.90614, -1.06319], [-1.75003, 2.21013, -1.03984], [-2.34184, 3.22984, 0.98565], [-1.74015, 4.53857, -0.02841], [2.73863, -0.96415, 4.45737], [2.25162, -1.71686, 3.40031], [1.60183, -1.06026, 2.36558], [1.43052, 0.25836, 2.33818], [1.89286, 0.97957, 3.35784], [2.55453, 0.40870, 4.43828], [3.24908, -1.44083, 5.28577], [2.36482, -2.79267, 3.37276], [1.19090, -1.60470, 1.52239], [1.70243, 2.04588, 3.28988], [2.90780, 1.03676, 5.24541]],
  "forces_ev_per_angstrom": [[0.0, 0.0, 0.1], [0.0, 0.0, 0.0], [0.1, 0.0, 0.0], [0.0, 0.0, 0.0], [0.0, 0.0, 0.0], [0.0, 0.0, 0.0], [0.0, 0.0, 0.0], [0.0, 0.0, 0.0], [0.0, 0.0, 0.0], [-0.1, 0.1, 0.1], [0.0, -0.1, 0.0], [0.0, 0.0, 0.0], [0.0, -0.1, 0.0], [0.1, 0.0, -0.1], [0.0, 0.0, 0.0], [0.0, 0.0, 0.0], [0.0, 0.0, 0.0], [0.0, 0.0, 0.0], [0.0, 0.0, 0.0], [0.0, 0.0, 0.0], [0.0, 0.0, 0.0], [0.0, 0.0, 0.0], [0.0, 0.0, 0.0], [0.0, 0.0, 0.0], [0.0, 0.0, 0.0], [0.0, 0.0, 0.0], [0.0, 0.0, 0.0], [0.0, 0.0, 0.0], [0.0, 0.0, 0.0], [0.0, 0.0, 0.0], [0.0, 0.0, 0.0], [0.0, 0.0, 0.0], [0.0, 0.0, 0.0], [0.0, 0.0, 0.0], [0.0, 0.0, 0.0], [0.0, 0.0, 0.0], [0.0, 0.0, 0.0], [0.0, -0.1, 0.0], [0.0, 0.0, 0.0], [-0.1, -0.1, -0.1], [0.0, 0.0, 0.0], [0.0, 0.0, 0.0], [0.0, 0.0, 0.0], [0.0, 0.0, 0.0], [0.0, 0.0, 0.0], [0.0, 0.0, 0.0], [0.0, 0.0, 0.0], [0.0, 0.0, 0.0], [0.0, 0.0, 0.0], [0.0, 0.0, 0.0], [0.0, 0.0, 0.0], [0.0, 0.0, 0.0], [0.0, 0.0, 0.0], [0.0, 0.0, 0.0], [0.0, 0.0, 0.0]]
}